Record 1
A structure of composition C25H37MoO2 in a non-equilibrium geometry. Source: OMol25; level of theory: ωB97M-V/def2-TZVPD.

Each line ends with the Mulliken spin population.
Cartesian coordinates (Å):
O  -0.48636  -1.70119  -1.33474  0.00
C  -1.30441  -1.34926  -2.49160  0.00
C  -2.55116  -2.04844  -1.90215  0.00
H  -0.88230  -1.81994  -3.38695  0.00
H  -1.39571  -0.25334  -2.60661  0.00
C  -1.61711  -2.33937  -0.67263  -0.01
H  -2.91284  -2.94064  -2.42234  0.00
H  -3.38950  -1.36987  -1.69737  0.00
C  -1.19662  -3.77353  -0.39592  0.00
H  -0.79060  -4.24104  -1.30357  0.00
H  -2.03233  -4.36945  -0.01897  0.00
H  -0.41298  -3.76306  0.37788  0.00
C  -2.15974  -1.58675  0.52415  0.02
H  -2.56297  -0.62285  0.19839  -0.01
H  -1.38493  -1.36109  1.25926  -0.02
H  -2.94514  -2.17240  1.02051  0.00
Mo  0.43120  1.41104  1.43145  2.08
C  -0.65665  3.26238  1.84018  0.00
C  0.20392  3.47035  0.70004  -0.01
C  -0.19733  2.55277  -0.33608  -0.03
H  0.98451  4.21375  0.61914  0.01
C  -1.31420  1.78608  0.15917  -0.07
C  -1.60438  2.22783  1.50784  0.02
H  -2.43378  1.90209  2.12454  0.01
H  -0.61705  3.81654  2.77034  0.01
H  0.20203  2.51457  -1.34560  0.00
H  -1.89690  1.08290  -0.41963  0.01
C  2.57116  0.45359  2.73576  -0.03
C  1.23418  -0.20457  3.04775  -0.03
C  0.79917  -0.97444  1.95943  0.01
H  0.75841  -0.18322  4.02602  0.01
C  1.69819  -0.74527  0.83970  -0.04
C  2.76189  0.04337  1.27991  -0.03
H  3.67801  0.24549  0.73932  0.00
H  3.39203  0.26646  3.44072  0.00
H  0.06670  -1.77628  2.02094  0.00
H  1.56306  -1.20363  -0.14684  0.02
O  -1.73611  -3.70505  -4.08649  0.00
C  -2.86756  -4.61633  -4.12899  0.00
C  -3.00999  -5.20751  -5.53995  0.00
H  -3.79916  -4.07232  -3.87443  0.00
H  -2.70933  -5.38796  -3.35737  0.00
C  -2.11872  -4.29311  -6.41890  0.00
H  -4.05483  -5.19225  -5.85845  0.00
H  -2.64984  -6.24025  -5.51577  0.00
C  -1.30951  -3.42329  -5.43022  0.00
H  -2.72646  -3.64331  -7.05800  0.00
H  -1.45449  -4.88439  -7.05493  0.00
H  -1.47406  -2.34624  -5.61456  0.00
H  -0.23034  -3.63229  -5.52318  0.00
C  3.31372  5.34711  2.45548  0.01
C  3.00053  4.37704  3.59655  0.02
C  4.28119  4.05401  4.36822  0.00
C  2.00496  5.04067  4.54583  0.00
C  2.42133  3.11889  3.04014  0.03
C  2.24984  1.92650  2.74456  0.04
H  3.72745  6.27769  2.86382  0.00
H  2.41111  5.59220  1.88580  0.00
H  4.04469  4.91545  1.76390  0.00
H  4.69992  4.96165  4.81586  0.00
H  4.08114  3.33586  5.17333  0.00
H  5.03112  3.61413  3.70555  0.00
H  1.08259  5.30684  4.02167  0.00
H  1.74956  4.37143  5.37525  0.00
H  2.44176  5.95526  4.96383  0.00

Output
Strongest force on any atom = 4.86 eV Å⁻¹
HOMO energy (alpha / beta) = -11.06 / -10.34 eV
Orbital gap (alpha / beta) = 7.6 / 6.7 eV
LUMO energy (alpha / beta) = -3.45 / -3.61 eV
Relative energy (zero: lowest compared OMol25 entry of this formula, charge and spin) = 0.0 kcal/mol
Multiplicity = 3
<S²> = 2.03
Electronic energy = -32463.925 eV
Charge = +1

Record 2
A cluster of 2 separate species, C21H28ClO4PS in total in a non-equilibrium geometry. Source: OMol25; level of theory: ωB97M-V/def2-TZVPD.

Each line ends with the Mulliken charge.
Cartesian coordinates (Å):
C  0.39612  -1.91138  2.99794  -0.66
O  -0.03735  -2.32280  1.69824  -0.31
C  -1.42739  -1.99735  1.50726  -0.55
C  -1.88469  -2.10841  0.01632  -0.84
C  -1.26530  -1.02834  -0.97419  -0.57
C  -0.73346  0.23771  -0.20324  0.79
C  0.71325  0.42952  -0.18597  -0.38
C  1.37254  1.55328  0.51342  0.61
C  2.91893  1.73016  0.46126  -1.47
C  3.73926  0.78988  1.42850  0.28
C  3.88517  1.39437  2.91114  -1.05
Cl  3.18770  -0.93806  1.46545  -0.14
C  0.45880  2.48936  1.21267  -1.13
C  -1.00060  2.31579  1.20369  0.08
C  -1.64569  1.18340  0.47031  0.51
C  -3.17747  1.02605  0.42994  0.49
O  -3.79320  0.34560  -0.36664  -0.55
C  -4.00434  1.83687  1.46251  -0.73
C  -3.45212  2.88675  2.13910  0.45
P  -4.59480  3.75440  3.35286  0.17
S  -5.83404  2.46242  4.16911  -0.42
C  -1.95861  3.30804  1.92390  0.16
O  -1.61670  4.41269  2.29934  -0.58
H  1.29670  -2.52731  3.28760  0.24
H  -0.37246  -2.06582  3.80432  0.36
H  0.71662  -0.83148  2.96785  0.18
H  -2.00230  -2.79402  2.08050  0.44
H  -1.67483  -1.02385  2.00966  0.32
H  -3.00550  -2.13113  -0.02478  0.31
H  -1.52868  -3.11619  -0.35401  0.44
H  -2.07579  -0.69318  -1.67354  0.40
H  -0.45620  -1.49519  -1.60752  -0.12
H  1.39094  -0.29179  -0.71543  0.29
H  3.27538  1.59022  -0.58999  0.35
H  3.12516  2.79304  0.78675  0.48
H  4.79391  0.77298  1.02635  0.36
H  4.97322  1.34261  3.19095  0.32
H  3.48195  2.43536  2.90156  0.26
H  3.33987  0.69192  3.58924  0.26
H  0.93470  3.35853  1.73540  0.35
H  -5.07367  1.54782  1.60766  0.32
H  -5.37935  4.66497  2.57731  0.12
H  -3.89432  4.37690  4.41836  0.12
C  1.43402  -3.25306  -4.64786  -0.55
C  1.05292  -2.23367  -5.70384  -0.55
C  0.78476  -0.99754  -4.86447  -0.37
O  1.63895  -1.08355  -3.71574  -0.39
C  2.20086  -2.40171  -3.65236  -0.38
H  2.01973  -4.08789  -5.03355  0.35
H  0.53164  -3.65632  -4.17837  0.26
H  1.90144  -2.05574  -6.37110  0.27
H  0.19755  -2.52899  -6.31204  0.32
H  -0.25205  -0.97352  -4.51164  0.21
H  0.98973  -0.07115  -5.40423  0.28
H  3.25933  -2.32904  -3.92467  0.34
H  2.12975  -2.78222  -2.63128  0.24

Output
Strongest force on any atom = 3.16 eV Å⁻¹
HOMO energy = -8.69 eV
Orbital gap = 7.3 eV
LUMO energy = -1.42 eV
Relative energy (zero: lowest compared OMol25 entry of this formula, charge and spin) = 46.7 kcal/mol
Electronic energy = -63064.402 eV
SMILES = COCCCc1cc(C[C@@H](C)Cl)cc2c1C(=O)C=C([PH2]=S)C2=O.C1CCOC1

Record 3
An isolated molecule of C3H5N3O in a non-equilibrium geometry. Source: OMol25; level of theory: ωB97M-V/def2-TZVPD.

Each line ends with the Mulliken charge.
Cartesian coordinates (Å):
O  -2.42672  1.18194  -0.45551  -0.49
C  -1.81396  0.25149  0.24982  -0.33
C  -0.43298  0.06256  0.27665  0.66
N  0.20942  0.85225  -0.64521  -0.48
N  1.41757  0.35553  -0.63841  -0.10
C  1.42051  -0.97620  0.04580  -0.18
N  0.27941  -0.86731  0.89892  -0.60
H  -1.73843  1.66095  -0.95819  0.41
H  1.29125  -1.74296  -0.75661  0.22
H  -2.47931  -0.40482  0.80158  0.39
H  2.04185  0.63427  -1.38369  0.23
H  2.37184  -1.15448  0.55912  0.27

Output
Strongest force on any atom = 1.65 eV Å⁻¹
HOMO energy (alpha / beta) = -7.38 / -7.43 eV
Orbital gap (alpha / beta) = 7.3 / 7.2 eV
LUMO energy (alpha / beta) = -0.11 / -0.22 eV
Relative energy (zero: lowest compared OMol25 entry of this formula, charge and spin) = 94.4 kcal/mol
Electronic energy = -9706.491 eV